(1)
Here is one molecule with the formula C26H29N3O8S in a non-equilibrium geometry from the OMol25 dataset. Energies are from wB97M-V/def2-TZVPD.

XYZ file:
```
67
Properties=species:S:1:pos:R:3:mulliken_charge:R:1
N 3.50945 1.24832 -1.09022 0.026
C 2.66363 -2.27083 0.00015 -0.734
C 3.49506 2.66631 -0.94324 -1.142
C -4.24576 0.84743 -1.42434 0.361
H 0.43018 0.40518 -0.63864 -0.018
O -2.20832 0.91659 0.73175 -0.144
C -4.38639 4.35853 0.22148 -0.707
C -0.04917 -1.84689 -0.76248 0.288
H 1.93367 -1.69846 2.91321 0.442
H -3.17093 5.00000 1.98328 0.490
C -0.02810 -1.48472 2.49419 -0.287
C -1.98930 -1.64621 -2.54444 0.555
O 4.32633 -0.10509 1.25871 -0.689
H 6.77368 0.67654 -1.60580 0.677
H -3.59789 -1.10995 0.47892 0.213
N -1.41619 -2.97091 1.83580 -0.334
C -1.58531 0.60358 2.07592 -0.851
C 1.08915 -1.09453 3.11782 -0.876
H -1.98881 3.20919 2.16305 0.178
S 3.24700 0.39666 0.47678 1.199
H -5.62640 3.10069 -1.20208 0.287
C -3.25865 -0.61943 -2.60102 -0.499
C 4.53972 0.42371 -1.75254 -0.589
H -4.15002 -1.78627 1.90969 0.436
C -0.36493 -4.19704 -1.04847 -1.440
H -4.19142 -1.30215 -2.43837 0.319
H 3.64445 -2.41470 0.35427 0.676
C 1.93465 -3.18079 -0.39322 -0.552
H 5.18777 2.64819 0.46470 0.366
H -3.27548 -0.72844 -3.78838 0.308
O -5.40723 0.41414 -1.41561 -0.583
O -3.08771 0.44032 -1.78400 -0.333
H -5.24615 5.20378 0.42918 0.239
H 2.88034 3.05260 -0.38681 0.688
C -2.72066 3.07906 1.25486 0.593
H 6.21636 0.63964 0.14109 0.138
C 0.63549 -3.05580 -0.83468 0.857
C 6.04578 0.90827 -1.07478 -0.524
O -1.59904 -2.56801 -3.26464 -0.720
C -3.89785 1.84810 -0.35030 0.932
C 2.16303 -1.11976 -0.20522 -0.299
H 5.36211 4.14197 -0.71345 0.319
N -1.27072 -1.32058 -1.45637 0.217
C 5.04297 3.04931 -0.55717 -0.404
H 0.12358 -5.23768 -0.96971 0.411
H -1.23226 -4.30037 -0.40014 0.270
H -2.15257 0.90551 3.00660 0.419
C -1.24954 -0.73890 1.77468 1.518
H -0.77519 -4.19462 -2.10742 0.268
H -0.58714 1.14266 1.94767 0.395
C -3.43334 -2.03014 1.19533 -1.053
H 0.95900 -0.54122 4.22657 0.250
O -0.23482 -3.02184 2.40388 -0.259
C -2.15561 -2.04303 1.75126 -0.069
C -3.48429 4.26422 1.32027 -0.766
H 4.37650 -0.58011 -1.45840 0.235
C -3.02091 2.05871 0.70773 -0.103
O 2.33745 1.23141 1.19898 -0.771
H -3.71007 -2.94911 0.48274 0.209
C 0.81864 -0.76709 -0.47732 -0.391
C -4.76400 3.09287 -0.42857 -0.886
O 6.08828 2.29904 -1.17883 -0.488
H 3.51662 2.93976 -1.92706 0.472
H 1.39952 -0.11862 2.65156 0.093
H -1.62991 -0.64078 -0.84104 0.508
H 1.97256 -4.32077 -0.17672 0.120
H 4.47910 0.79254 -2.73068 0.540
```

Properties
- Highest occupied orbital energy: -8.506 eV
- E_LUMO: 0.026 eV
- SMILES: Cc1ccc(S(=O)(=O)N2CCOCC2)cc1NC(=O)COC(=O)c1ccccc1OCc1c(C)noc1C
- Largest force on an atom: 17.339 eV/Å
- Total charge: 0
- Energy above the lowest of the compared OMol25 structures with the same formula, charge and spin: 20.008 eV
- HOMO-LUMO gap: 8.532 eV

***

(2)
Here is C26H29N4PdSi as an isolated structure from the OMol25 dataset. Energies are from wB97M-V/def2-TZVPD.

XYZ file:
```
61
Properties=species:S:1:pos:R:3:mulliken_charge:R:1
H -3.93429 0.20569 1.33066 0.319
C -2.13103 1.21588 -2.34148 -0.610
Si -0.87565 0.38109 1.98855 0.253
H -1.72243 -1.75542 -0.79954 0.495
C -2.25220 -0.98404 1.96009 0.292
C 2.57852 2.59374 -0.42788 1.173
C -2.49149 0.03102 -1.71316 -0.689
H 1.81759 -0.05807 -3.51219 0.420
H -1.30061 2.83005 1.69599 0.242
H 0.86696 4.89460 2.05784 0.412
N -0.19472 -0.65773 -1.63728 -0.011
C 1.31063 -3.98555 -1.87702 -0.403
N 2.13257 -2.07149 -0.04732 -0.451
C 0.13204 0.45599 -2.29632 1.056
H 2.45071 -2.82382 -3.29892 0.338
C -0.60621 0.50740 3.89090 -1.509
H 4.14664 -0.71171 -0.97071 0.535
C 1.58320 0.62380 -2.68476 -1.359
H -1.37723 1.13056 4.36917 0.294
H -3.51629 -0.18963 -1.44700 0.420
Pd 0.86742 0.04660 0.48213 0.040
H 3.61052 2.15571 -2.24801 0.325
C 2.13328 -2.94096 -2.27007 -0.805
H 2.36957 4.14546 -1.89983 0.346
H 3.76638 -0.93969 -2.68955 0.264
H -0.47020 2.35178 -3.10816 0.329
H -0.65693 -0.49011 4.34558 0.345
H -2.37992 1.89857 0.66921 0.138
C 1.73556 2.98095 1.65384 -0.283
N 2.55266 0.43392 -1.60375 0.749
H -2.87656 1.96459 -2.58302 0.354
H 1.51775 2.57116 2.63395 0.361
C 0.91053 -4.06166 -0.55660 -0.468
C 3.32262 1.63685 -1.32115 -1.310
H -2.45749 -4.37766 2.42597 0.378
C -0.80110 1.43333 -2.63636 -0.938
C 1.35022 4.27018 1.31777 -0.481
C 2.50944 -2.00206 -1.32199 1.010
C 2.18639 3.85269 -0.87188 -0.803
H 1.70318 1.63724 -3.07849 0.427
H -5.51249 -1.66258 1.14349 0.372
C -1.89609 -2.31104 2.26791 -0.421
H 0.97481 -4.72051 -2.59899 0.366
C -1.93959 1.93890 1.67313 -1.183
C 3.33033 -0.79194 -1.68790 -1.182
H 4.24142 1.34595 -0.81164 0.420
H 0.25715 -4.84671 -0.19917 0.387
C 1.35630 -3.08237 0.32551 -0.122
C -1.49080 -0.85835 -1.36207 -0.478
H 1.05804 -3.08119 1.36684 0.374
C 1.55639 4.70317 0.01942 -0.372
C -3.58769 -0.79573 1.57041 0.101
H 1.22905 5.68576 -0.29824 0.383
H -2.74815 2.07884 2.40983 0.348
H -4.79761 -3.97414 1.68299 0.362
N 2.32595 2.14441 0.80195 -0.446
C -2.78659 -3.37243 2.18199 -0.690
C -4.49248 -1.85408 1.46276 -0.612
H 0.37817 0.91679 4.14294 0.319
C -4.09776 -3.15005 1.76436 -0.328
H -0.86842 -2.51197 2.56527 0.207
```

Properties
- Highest occupied orbital energy: -1.620 eV
- E_LUMO: 2.928 eV
- Largest force on an atom: 0.731 eV/Å
- Total charge: -1
- Energy above the lowest of the compared OMol25 structures with the same formula, charge and spin: 0.000 eV
- HOMO-LUMO gap: 4.548 eV

***

(3)
Here is C26H29N5O6RuS2Se3Te as an isolated structure from the OMol25 dataset. Energies are from wB97M-V/def2-TZVPD.

XYZ file:
```
73
Properties=species:S:1:pos:R:3:mulliken_charge:R:1
Se 1.55920 2.58648 1.92902 -0.212
N -2.04127 -1.19653 -0.03253 0.899
H -1.07461 -1.42537 0.20095 -0.308
H -2.46464 -1.83465 -2.68306 0.013
C -2.82931 -2.27501 -0.63194 -1.346
H 7.41150 1.15253 -2.13413 0.400
H -3.80504 -1.91260 4.17869 0.433
C 5.05791 1.04992 0.83662 -0.237
C -4.43916 -1.91364 3.30224 -0.806
C -3.33104 -2.00013 -2.04454 0.453
Se 0.04989 3.91898 2.91796 -0.379
H -3.61091 1.47587 -0.56879 0.245
S -1.24769 1.22891 0.72333 -0.199
H -3.53388 -4.09841 -2.55136 0.366
C 6.75765 1.15345 -1.27226 -0.685
H 0.88876 4.84015 -3.29881 0.363
H -1.01887 -0.16921 -2.90946 0.377
O 2.32200 -1.90697 -2.07129 -0.784
C 0.82058 0.23893 -1.91022 -0.144
N 4.82713 0.23970 -0.19344 -0.153
H -3.45535 -0.21865 2.45466 0.450
Te -0.05681 0.32150 4.33860 -0.011
N -3.60562 0.53568 -0.19800 0.300
C 5.66086 0.30225 -1.22682 -0.375
H 1.80512 -3.11400 1.18777 0.333
H 3.00042 -2.54538 0.01698 0.405
H -5.58645 -3.61447 3.91645 0.392
C 0.34807 2.91847 -2.49236 1.125
Ru 0.74663 0.22922 1.49059 0.962
C -0.54440 1.93555 -2.90242 -0.856
C -4.23200 -0.96061 2.31511 0.363
H -6.67671 -1.86604 0.15609 0.490
C -4.87881 0.04983 0.09418 0.055
C 6.98402 1.99706 -0.19918 -0.429
C 6.33153 2.89048 2.02990 0.313
C 6.10747 1.95917 0.87584 0.060
O 7.41305 3.42830 2.21104 -0.697
H 7.81835 2.68569 -0.16945 0.464
Se -0.53723 -1.65645 3.02265 -0.421
C -0.31391 0.59591 -2.61454 -0.457
C 1.74962 1.19988 -1.52974 -0.475
C -2.34321 0.06025 0.13839 -0.263
O -0.10358 -2.16777 -1.83477 -0.722
N 5.27675 3.07097 2.85613 -0.220
C -6.24723 -2.85631 2.02007 -0.628
C 3.00362 -1.50545 1.86229 0.384
C -5.43631 -2.86454 3.15017 -0.367
O 2.55019 -0.30968 2.17217 -0.378
H 4.35754 2.70832 2.65602 0.102
C -6.05254 -1.90066 1.03945 -0.331
H 5.43869 -0.36257 -2.05528 0.444
O 3.95656 -2.01483 2.41043 -0.733
H -5.01085 -3.37201 -1.91003 0.328
H -3.65797 -2.53166 0.03036 0.474
S 1.10183 -1.45025 -1.44680 1.239
O -5.82868 0.49483 -0.51167 -0.667
H -2.15367 -3.12798 -0.65890 0.634
C -5.02913 -0.96483 1.17573 0.065
H 2.64892 0.89742 -1.00365 0.660
H -1.44294 2.22105 -3.43861 0.344
H -0.84838 4.51514 -3.30503 0.361
H 2.21282 3.28343 -1.49092 0.468
C -4.14006 -3.19030 -2.54495 -1.644
C 0.07362 4.37601 -2.74079 -1.525
H -0.02165 4.91197 -1.79444 0.305
H -7.03012 -3.59519 1.90761 0.397
C 2.25936 -2.22043 0.74641 -0.970
H 5.39782 3.68080 3.64502 0.191
H -3.94703 -1.09959 -2.06836 0.355
H 4.37643 0.92947 1.67118 0.646
N 1.25463 -1.34996 0.13815 0.184
H -4.49740 -3.02139 -3.56074 0.417
C 1.50596 2.52996 -1.81897 -0.837
```

Properties
- Highest occupied orbital energy (alpha / beta): -4.332 / -5.068 eV
- E_LUMO (alpha / beta): 1.816 / 0.779 eV
- Spin multiplicity: 6
- Largest force on an atom: 0.202 eV/Å
- Total charge: -1
- Energy above the lowest of the compared OMol25 structures with the same formula, charge and spin: 0.000 eV
- HOMO-LUMO gap (alpha / beta): 6.148 / 5.848 eV